1.
C37H46BF8Li2O23 | wB97M-V/def2-TZVPD

The total energy comes out at -109040.7144 eV. The value obtained for the max |F| is 2.97 eV Å⁻¹. As for the charge: +1.

CARTESIAN COORDINATES (ANGSTROEM)
Li (-5.135, 0.619, -1.080)
Li (-0.185, 0.596, 5.169)
O (1.798, 1.048, -2.808)
C (1.150, 0.562, -1.932)
O (0.424, 1.213, -1.045)
B (-0.374, 0.234, -0.276)
O (0.166, -1.077, -0.682)
C (1.019, -0.944, -1.668)
O (1.574, -1.868, -2.204)
O (-1.785, 0.353, -0.611)
C (-2.468, 0.596, 0.468)
O (-3.661, 0.699, 0.528)
C (-1.475, 0.632, 1.672)
O (-0.277, 0.385, 1.187)
O (-1.768, 0.705, 2.823)
O (-0.995, 2.367, 5.353)
C (-1.251, 3.463, 4.914)
O (-0.311, 4.410, 4.795)
C (-0.824, 5.619, 4.233)
C (-2.332, 5.425, 4.195)
C (-2.569, 3.951, 4.411)
H (-0.399, 5.827, 3.251)
H (-0.577, 6.446, 4.898)
H (-2.808, 5.723, 3.258)
H (-2.852, 6.063, 4.910)
H (-2.677, 3.406, 3.465)
H (-3.446, 3.706, 5.005)
O (-4.605, -1.269, -1.780)
C (-3.882, -2.016, -2.375)
O (-3.100, -2.919, -1.743)
C (-2.069, -3.356, -2.646)
C (-2.703, -3.253, -4.018)
C (-3.602, -2.068, -3.870)
H (-1.722, -4.356, -2.393)
H (-1.145, -2.769, -2.605)
H (-3.249, -4.196, -4.136)
H (-1.966, -3.316, -4.816)
H (-4.565, -2.188, -4.366)
H (-3.114, -1.151, -4.203)
O (-4.081, 1.704, -2.362)
C (-3.183, 2.496, -2.474)
O (-2.022, 2.135, -3.063)
C (-1.112, 3.230, -3.187)
C (-1.876, 4.450, -2.712)
C (-3.079, 3.903, -1.951)
H (-0.916, 3.397, -4.249)
H (-0.143, 3.043, -2.734)
H (-2.179, 5.113, -3.522)
H (-1.253, 5.100, -2.097)
H (-3.958, 4.463, -2.269)
H (-2.981, 3.853, -0.866)
O (0.295, -1.248, 4.558)
C (0.101, -2.058, 3.675)
O (1.071, -2.462, 2.869)
C (0.607, -3.470, 1.936)
C (-0.929, -3.275, 2.005)
C (-1.192, -2.792, 3.427)
H (0.890, -4.469, 2.252)
H (0.842, -3.142, 0.928)
H (-1.463, -4.202, 1.791)
H (-1.224, -2.556, 1.241)
H (-1.335, -3.575, 4.167)
H (-1.974, -2.035, 3.429)
O (-6.040, 3.497, 4.494)
C (-5.894, 2.345, 4.232)
O (-4.797, 1.655, 4.659)
C (-4.875, 0.301, 4.202)
C (-5.958, 0.209, 3.152)
C (-6.851, 1.410, 3.474)
H (-5.044, -0.394, 5.029)
H (-3.874, 0.048, 3.844)
H (-6.456, -0.756, 3.230)
H (-5.554, 0.313, 2.147)
H (-7.655, 1.182, 4.173)
H (-7.222, 1.873, 2.566)
O (4.830, 1.536, -2.208)
C (5.108, 0.728, -3.041)
O (6.098, 0.952, -3.938)
C (6.209, -0.163, -4.861)
C (5.547, -1.301, -4.136)
C (4.469, -0.637, -3.305)
H (7.245, -0.339, -5.138)
H (5.679, 0.149, -5.764)
H (6.297, -1.806, -3.521)
H (5.126, -2.094, -4.756)
H (4.215, -1.194, -2.406)
H (3.533, -0.569, -3.859)
O (-1.195, 4.091, 1.244)
C (-0.021, 3.980, 0.936)
O (0.374, 4.253, -0.292)
C (1.763, 3.957, -0.510)
C (2.162, 3.094, 0.712)
C (1.081, 3.391, 1.772)
H (2.316, 4.891, -0.430)
H (1.917, 3.431, -1.447)
H (3.149, 3.393, 1.074)
H (2.326, 2.022, 0.606)
H (1.398, 4.146, 2.491)
H (0.645, 2.501, 2.214)
C (4.009, -4.757, -0.406)
C (3.024, -5.171, -1.481)
C (3.298, -4.619, -2.892)
F (4.556, -4.555, -3.403)
F (2.466, -5.159, -3.819)
F (3.046, -6.546, -1.519)
F (1.783, -4.742, -1.165)
O (5.310, -5.134, -0.788)
C (6.317, -4.417, -0.180)
C (7.670, -4.861, -0.713)
F (7.765, -4.393, -1.979)
F (8.710, -4.397, 0.025)
F (6.105, -3.098, -0.325)
F (6.300, -4.696, 1.156)
H (3.722, -5.265, 0.517)
H (3.847, -3.693, -0.212)
H (3.022, -3.559, -2.823)
H (7.853, -5.936, -0.698)

2.
C12H32BrN4O4 | wB97M-V/def2-TZVPD

The total energy comes out at -97128.6412 eV. The value obtained for the max |F| is 5.45 eV Å⁻¹. As for the charge: +3.

CARTESIAN COORDINATES (ANGSTROEM)
Br (-0.588, -0.012, 0.330)
C (-0.620, 3.965, -1.287)
C (0.266, 2.907, -1.807)
O (0.098, 2.414, -2.925)
N (1.361, 2.316, -0.939)
H (1.037, 2.255, 0.016)
H (1.474, 1.353, -1.223)
C (2.670, 3.029, -0.985)
H (-1.465, 4.288, -1.895)
H (0.088, 4.773, -1.101)
H (-1.054, 3.621, -0.348)
H (2.468, 4.098, -1.054)
H (3.247, 2.696, -1.848)
H (3.201, 2.728, -0.082)
C (-1.095, -0.869, -3.913)
C (-1.966, 0.291, -3.642)
O (-2.272, 1.130, -4.438)
N (-2.754, 0.174, -2.245)
H (-3.494, -0.506, -2.344)
H (-2.138, -0.230, -1.554)
C (-3.340, 1.495, -1.754)
H (-0.684, -0.756, -4.916)
H (-1.797, -1.699, -3.993)
H (-0.218, -1.108, -3.311)
H (-3.301, 1.433, -0.666)
H (-4.373, 1.425, -2.093)
H (-2.826, 2.339, -2.215)
C (-1.837, 2.057, 4.037)
C (-1.632, 0.608, 4.255)
O (-2.502, -0.137, 4.625)
N (-0.227, -0.059, 3.863)
H (-0.221, 0.192, 2.885)
H (0.587, 0.327, 4.319)
C (-0.182, -1.569, 4.138)
H (-2.906, 2.256, 3.971)
H (-1.638, 2.271, 2.987)
H (-1.213, 2.666, 4.691)
H (-0.938, -1.999, 3.481)
H (-0.601, -1.548, 5.144)
H (0.865, -1.867, 4.085)
C (2.627, -4.920, 0.940)
C (1.703, -3.738, 0.840)
O (0.785, -3.642, 1.607)
N (1.740, -2.658, -0.247)
H (0.870, -2.754, -0.751)
H (1.694, -1.757, 0.208)
C (2.926, -2.877, -1.256)
H (2.819, -5.331, 1.931)
H (3.579, -4.680, 0.467)
H (2.125, -5.736, 0.420)
H (2.563, -2.438, -2.185)
H (3.326, -3.880, -1.406)
H (3.766, -2.336, -0.819)

3.
C4H9NO | wB97M-V/def2-TZVPD

The total energy comes out at -7831.6405 eV. The value obtained for the max |F| is 0.41 eV Å⁻¹. Its SMILES is CCCNC=O.

CARTESIAN COORDINATES (ANGSTROEM)
C (-0.578, -1.377, -0.681)
C (0.314, -0.198, -1.117)
C (1.091, 0.606, -0.025)
N (0.421, 0.653, 1.265)
C (-0.880, 1.014, 1.307)
O (-1.479, 1.468, 0.349)
H (-0.740, -2.054, -1.529)
H (-0.149, -1.974, 0.131)
H (-1.571, -1.041, -0.362)
H (-0.330, 0.495, -1.667)
H (1.064, -0.562, -1.827)
H (1.230, 1.633, -0.388)
H (2.098, 0.215, 0.167)
H (0.871, 0.295, 2.094)
H (-1.361, 0.827, 2.282)

4.
C2H2F2O3 | wB97M-V/def2-TZVPD

The total energy comes out at -13681.8553 eV. The value obtained for the max |F| is 4.19 eV Å⁻¹.

CARTESIAN COORDINATES (ANGSTROEM)
C (0.317, 0.422, -0.979)
C (0.047, 0.599, 0.686)
O (1.420, -0.327, -1.133)
O (-0.595, 1.686, 0.950)
O (0.465, -0.257, 1.384)
F (0.541, 1.725, -1.313)
F (-0.526, -0.049, -2.416)
H (-0.555, 2.100, 1.894)
H (1.627, -0.545, -2.033)

5.
C4H7Cl2NO | wB97M-V/def2-TZVPD

The total energy comes out at -32840.1800 eV. The value obtained for the max |F| is 4.30 eV Å⁻¹. Its SMILES is CC(C)(Cl)[C@H](Cl)N=O.

CARTESIAN COORDINATES (ANGSTROEM)
C (0.063, 0.433, 1.302)
C (0.057, 0.633, -0.234)
C (-0.607, -0.508, -0.954)
Cl (-0.640, 2.223, -0.661)
C (1.865, 0.560, -0.775)
Cl (2.374, -1.172, -0.461)
N (2.484, 1.536, -0.049)
O (3.329, 1.446, 0.857)
H (0.488, 1.325, 1.691)
H (-0.901, 0.420, 1.669)
H (0.626, -0.508, 1.550)
H (-1.460, -0.889, -0.469)
H (-0.720, -0.339, -2.110)
H (0.220, -1.341, -0.809)
H (1.930, 0.854, -1.810)

6.
C12H22BiClN2O3Os | wB97M-V/def2-TZVPD

The total energy comes out at -42746.0073 eV. Its spin multiplicity is 5. The expectation value of S² is 6.07. The value obtained for the max |F| is 4.64 eV Å⁻¹.

CARTESIAN COORDINATES (ANGSTROEM)
Bi (1.440, 3.086, -0.778)
Cl (-0.690, 2.898, 0.442)
C (0.524, 4.261, -2.507)
C (2.601, 3.896, 1.074)
H (1.377, 4.541, -3.142)
H (-0.142, 3.551, -2.994)
H (0.019, 5.146, -2.117)
H (3.590, 4.157, 0.668)
H (2.641, 3.042, 1.757)
H (2.069, 4.777, 1.461)
Os (-0.035, -1.571, -0.082)
C (0.666, -1.291, 1.751)
C (1.408, -1.814, -1.222)
H (1.695, -0.865, 1.766)
H (-0.018, -0.691, 2.430)
H (0.655, -2.369, 2.053)
H (2.420, -2.213, -0.997)
H (1.237, -1.318, -2.192)
C (-2.863, -4.570, -0.351)
C (-3.812, -3.663, 0.406)
C (-3.930, -2.199, -0.082)
C (-4.699, -2.055, -1.466)
C (-3.989, -2.584, -2.661)
C (-4.654, -1.419, 1.039)
O (-5.866, -1.291, 1.043)
N (-3.896, -0.991, 2.132)
C (-2.511, -0.684, 2.123)
O (-1.960, -0.181, 3.080)
N (-1.911, -0.996, 0.889)
C (-2.531, -1.588, -0.103)
O (-1.763, -1.667, -1.150)
H (-3.374, -5.207, -1.083)
H (-2.288, -5.219, 0.328)
H (-2.123, -3.959, -0.875)
H (-4.818, -4.092, 0.470)
H (-3.451, -3.660, 1.441)
H (-5.704, -2.474, -1.368)
H (-4.893, -0.995, -1.640)
H (-4.157, -3.634, -2.834)
H (-4.241, -2.041, -3.560)
H (-2.938, -2.418, -2.517)
H (-4.414, -0.586, 2.903)